# 1
C20H36N2O3Sb | ωB97M-V/def2-TZVPD

The HOMO energy is -4.53 eV. Its charge is -1. The gap between HOMO and LUMO is 0.275 hartree. The calculation puts the calculated total energy at -36979.15155 eV. Its LUMO energy is 2.95 eV.

Geometry as XYZ:
```
62
Properties=species:S:1:pos:R:3:forces:R:3
H 3.748381 0.324706 -2.541742 0.0 0.2 -0.1
C 1.640424 1.928908 1.745754 0.1 0.1 -0.7
H 1.313338 -1.774555 -2.555441 1.1 0.9 0.4
H -4.280561 -2.218828 -0.016211 0.0 -0.1 -0.1
H 1.426798 1.930756 2.804161 0.0 0.0 0.1
H 2.327068 1.932065 -2.054167 0.0 -0.1 -0.1
H -3.345408 2.630481 -0.937643 -0.1 0.0 -0.2
O 1.223245 4.309970 1.626057 0.1 0.1 0.3
H -5.357907 -0.812508 0.018718 -0.2 0.1 -0.2
C 0.189269 -2.011745 0.783044 0.2 -0.3 0.0
C -1.277313 -2.183938 -2.333632 -3.3 0.6 -0.5
H 0.322365 -0.557881 -1.757518 0.5 0.2 0.2
H -4.258823 0.106823 -2.211211 0.1 -0.2 0.0
C -3.382252 1.899913 -0.134012 0.1 0.0 0.1
C 3.762898 -0.481810 -1.818924 0.0 -0.2 0.3
H 1.503254 -0.091468 -2.948996 0.0 0.3 -0.2
H -2.453378 1.702531 1.798148 0.0 -0.2 0.1
H 3.325924 -2.518334 -0.632600 0.1 -0.2 -0.1
C 1.400065 -2.762368 0.230692 0.1 -0.4 0.1
C 1.870924 3.109295 -0.346362 0.0 -0.9 0.3
C 1.917930 -3.676044 1.349458 0.2 0.0 -0.3
O -2.478650 -2.015071 -1.971283 1.2 -0.6 -0.1
H 1.732523 -3.725786 -1.702358 0.1 -0.1 -0.1
H 2.273738 -3.098759 2.200348 0.0 0.1 0.2
Sb -2.954534 -0.059772 -1.021939 -0.6 1.0 0.2
H 1.138725 -4.363058 1.669537 -0.1 0.0 0.1
H -1.832996 0.609759 -2.181803 0.1 -0.1 0.0
H 2.752986 -4.278673 0.989361 0.1 -0.1 0.0
C 1.589956 3.124705 1.027802 0.1 -0.7 -0.5
H -1.673434 -0.392298 0.106969 -0.3 0.1 -0.1
C 1.929505 0.721345 1.087319 0.1 0.7 -0.4
H -0.099318 -1.149608 0.194609 0.2 0.0 0.0
H -4.367260 1.917405 0.327200 -0.2 0.0 0.0
C -1.170225 3.932962 2.026073 -0.2 -0.1 -0.5
O -2.235379 3.640505 1.142188 -0.5 -0.1 0.2
H -4.235742 -0.079676 1.978215 0.0 0.1 0.1
H 1.837603 4.032028 -0.906353 0.0 0.1 0.0
H 3.980126 -1.411964 -2.339773 0.0 -0.1 -0.2
C 0.959332 -3.660162 -0.941564 0.2 -0.5 1.0
N -0.190712 -2.313266 -2.693753 -3.3 -1.8 -3.4
H -0.664991 -2.685869 0.802790 -0.2 -0.1 0.0
C 2.173577 0.667920 -0.294752 -0.1 0.6 0.4
H -1.338230 1.923433 0.455103 0.2 0.0 0.0
H 4.573014 -0.321886 -1.109319 0.2 0.1 0.1
H -1.548460 4.513261 2.864984 -0.1 0.0 0.2
C -2.310754 2.233373 0.854698 0.4 0.2 0.0
H -0.732393 3.008463 2.399679 0.1 0.0 0.2
C 1.316831 -0.779942 -2.127181 2.2 1.4 0.7
H 0.071142 -3.274403 -1.433424 1.0 -1.0 1.0
C 2.154538 1.899444 -0.989126 -0.3 0.2 0.8
H 0.733560 -4.662250 -0.587379 0.1 -0.3 0.2
C -0.104833 4.704837 1.266458 0.4 0.0 0.0
H 3.060263 -1.525568 0.760084 0.2 0.0 0.1
H 1.936958 -0.182665 1.671164 0.0 -0.1 0.1
C -4.353006 -1.169995 0.253827 0.2 0.0 0.3
N -3.988984 -1.010106 1.667565 0.0 0.0 -0.2
H -0.253625 4.528387 0.203133 -0.1 0.0 -0.1
C 2.591924 -1.867302 -0.162797 -0.4 0.4 0.2
H 0.354450 -1.701299 1.812099 0.0 0.2 0.2
C 2.421155 -0.624237 -1.070769 0.2 0.3 -0.2
H -4.495444 -1.661738 2.252604 0.0 0.0 0.1
H -0.169192 5.771586 1.452172 0.1 0.2 0.1
```
Forces are in eV/Å.

How is the electron density shared among the atoms? According to natural (NBO), the charges in e are: 0.198 -0.265 0.273 0.203 0.213 0.202 0.222 -0.532 0.162 -0.615 0.635 0.221 -0.255 -0.799 -0.589 0.190 0.164 0.200 -0.059 -0.285 -0.588 -0.776 0.189 0.187 1.361 0.201 -0.224 0.194 0.272 -0.222 -0.206 0.229 0.200 -0.099 -0.560 0.343 0.211 0.201 -0.627 -0.642 0.213 -0.014 0.171 0.197 0.171 -0.079 0.186 -0.611 0.263 -0.146 0.182 -0.082 0.192 0.214 -0.584 -0.853 0.188 -0.382 0.190 -0.065 0.345 0.179

***

# 2
C5BCaF19O15S5 | ωB97M-V/def2-TZVPD

The HOMO energy is -1.40 eV. Its charge is -4. The gap between HOMO and LUMO is 0.201 hartree. The calculation puts the calculated total energy at -160824.11854 eV. Its LUMO energy is 4.06 eV.

Geometry as XYZ:
```
46
Properties=species:S:1:pos:R:3:forces:R:3
S 5.091452 -0.225326 1.246495 -1.7 -0.7 -0.5
F 1.941102 -2.664056 6.392535 1.1 0.0 0.3
F 1.446882 5.414884 -2.977805 0.8 -0.6 -1.1
S 0.685572 2.932724 -4.059265 1.1 -2.4 -0.2
O 0.237372 2.385144 -2.746735 0.7 1.6 -1.4
F -0.513778 5.371474 -3.600095 -0.9 0.2 -1.3
F 1.133132 5.360764 -5.251325 -1.3 -0.4 2.9
O -0.152288 -1.482676 4.805535 0.4 -0.6 1.5
F -3.713018 -2.157626 -0.496115 2.1 1.7 -1.7
F 1.469902 -4.801606 -6.499795 1.1 -1.3 -1.1
F 0.812522 -2.619786 8.169155 -1.6 -6.0 8.0
F -5.259988 3.710254 -1.290595 -0.6 -0.4 1.1
S -0.532688 -1.893806 6.182995 -2.0 2.5 -2.6
F 2.744352 -3.559486 -5.172825 -0.1 0.2 -1.4
C 1.093902 -2.010636 7.189865 -1.0 4.4 -7.2
O 0.388842 -3.058566 -3.291135 0.7 0.9 0.2
O 5.716212 -0.766416 0.052425 0.1 0.5 0.6
O -0.205688 2.474094 -5.150195 1.0 1.7 1.3
S 0.307292 -4.150796 -4.228685 -2.0 -2.8 0.2
F -6.786298 3.605264 0.301485 -1.1 1.4 0.1
C -5.606018 3.174124 -0.073465 2.6 1.0 1.1
C 5.954972 1.438794 1.459085 0.5 -0.7 -0.3
F -3.969068 -2.411096 1.689255 0.5 2.6 3.8
F 5.534782 2.087064 2.544815 0.1 0.0 0.0
C 0.665152 4.888014 -3.944545 0.7 -0.7 -0.6
O -1.387588 -0.847596 6.809175 1.6 -1.6 0.2
F 5.826272 2.288634 0.409795 0.2 -0.7 0.6
Ca -0.571768 -0.777646 0.260035 -0.8 -0.1 -0.2
O -3.584078 4.736434 0.884005 -0.4 1.6 -0.5
F 7.303822 1.166514 1.620725 -1.0 0.6 -0.1
O -4.795558 3.495394 2.641025 0.0 0.0 -2.7
F -5.726628 1.895504 -0.170545 0.1 -2.2 -0.8
O 2.135242 2.763964 -4.348875 -2.2 0.5 0.6
O -3.220018 2.386794 1.082955 -1.9 0.7 -0.2
O 0.634432 -5.478696 -3.610985 0.6 2.2 -1.5
B -3.882418 -3.041446 0.543375 -2.8 -0.4 -1.1
S -4.195678 3.506594 1.274115 1.6 -2.2 2.0
F 1.605402 -0.853426 7.649285 0.8 0.8 -1.0
F 1.043632 -2.737346 -6.431885 1.1 0.2 0.5
O -1.086648 -3.243046 6.222695 0.8 0.3 0.8
C 1.528662 -3.766586 -5.714095 -2.6 0.3 3.3
O -0.971068 -4.232186 -4.950605 1.1 0.4 0.0
F -5.191568 -3.494746 0.307245 -0.6 -1.8 -0.4
O 3.671072 0.075364 1.147065 -0.2 1.0 -1.0
F -2.886768 -3.940976 0.647915 1.7 -1.7 -0.7
O 5.266642 -0.942236 2.476535 1.7 -0.1 0.8
```
Forces are in eV/Å.

How is the electron density shared among the atoms? According to natural (NBO), the charges in e are: 2.338 -0.330 -0.332 2.264 -0.999 -0.320 -0.383 -1.028 -0.586 -0.324 -0.290 -0.342 2.249 -0.327 0.740 -1.016 -0.982 -0.966 2.264 -0.334 0.735 0.691 -0.554 -0.326 0.725 -0.998 -0.329 1.971 -0.994 -0.360 -0.980 -0.309 -0.985 -1.033 -1.000 1.293 2.262 -0.347 -0.324 -0.993 0.739 -1.010 -0.585 -1.037 -0.558 -0.992

***

# 3
C6H10O | ωB97M-V/def2-TZVPD

The HOMO energy is -9.82 eV. Its charge is 0. The gap between HOMO and LUMO is 0.401 hartree. The calculation puts the calculated total energy at -8430.48615 eV. As for the SMILES: O=CCCC1CC1. Its LUMO energy is 1.08 eV.

Geometry as XYZ:
```
17
Properties=species:S:1:pos:R:3:forces:R:3
H 1.422622 -0.405409 -1.207834 0.1 0.0 0.1
C -1.517900 -0.587567 -0.942089 0.0 -0.2 -0.1
H -2.997676 1.053997 -0.618853 0.1 -0.1 0.1
H -0.653263 1.380744 -1.453349 -0.1 -0.1 0.1
H -1.205487 -1.488527 -0.417489 -0.1 0.2 -0.1
H 3.240766 -1.404673 0.213794 -0.1 0.0 0.0
C 0.348628 0.644388 0.370686 0.0 0.0 0.1
C 2.277536 -1.016984 0.609748 -0.1 -0.1 0.2
O 1.815375 -1.474522 1.627646 0.2 0.2 -0.4
H -1.848885 -0.756190 -1.963128 0.0 0.0 0.2
C -0.791440 0.689204 -0.621723 0.1 0.1 -0.1
H 2.392426 0.826034 -0.436421 -0.1 -0.1 0.0
C -2.199140 0.491397 -0.144122 -0.2 0.1 0.1
H 0.535333 1.649069 0.770674 0.0 -0.2 -0.1
H 0.059904 0.020192 1.224974 0.0 0.1 -0.1
H -2.345151 0.318269 0.919495 0.0 0.0 -0.2
C 1.632038 0.060399 -0.231674 0.0 0.0 0.0
```
Forces are in eV/Å.

How is the electron density shared among the atoms? According to natural (NBO), the charges in e are: 0.236 -0.431 0.215 0.209 0.215 0.105 -0.413 0.450 -0.528 0.214 -0.224 0.229 -0.415 0.212 0.230 0.214 -0.518